Record 1
Entry from OMol25: a molecular structure, CH6P2 in a non-equilibrium geometry (ωB97M-V with the def2-TZVPD basis set).

Properties
ΔE to the lowest compared entry with this formula, charge and spin = 331.4 kJ/mol
HOMO level (alpha / beta) = -8.25 / -7.60 eV
E = -19707.38661 eV

Geometry as ORCA input:
```
! RIJCOSX wB97M-V def2-TZVPD def2/J DEFGRID3
* xyz 0 1
C 1.985 -0.446 0.017
P 0.181 -0.427 0.154
P -2.254 0.674 0.285
H 2.209 -0.837 -1.034
H 2.289 0.553 0.222
H -0.270 -1.751 0.223
H -0.104 -0.165 1.529
H -2.246 0.495 -1.154
H -1.790 1.905 -0.243
*
```

Record 2
Entry from OMol25: 2 unconnected molecules or ions with the total composition CH6P2S in a non-equilibrium geometry (ωB97M-V with the def2-TZVPD basis set).

Properties
ΔE to the lowest compared entry with this formula, charge and spin = 207.2 kJ/mol
HOMO level = -8.93 eV
E = -30544.25069 eV

Geometry as ORCA input:
```
! RIJCOSX wB97M-V def2-TZVPD def2/J DEFGRID3
* xyz 0 1
C 0.114 -0.449 0.584
P -1.621 -0.541 -0.104
P 0.849 1.117 -0.035
S 2.631 1.538 0.544
H 0.741 -1.293 0.284
H 0.083 -0.407 1.679
H -1.863 -1.831 0.363
H -1.231 -0.995 -1.358
H 0.428 0.793 -2.208
H -0.132 2.067 0.250
*
```

Record 3
Entry from OMol25: 2 unconnected molecules or ions with the total composition CH6S2 in a non-equilibrium geometry (ωB97M-V with the def2-TZVPD basis set).

Properties
ΔE to the lowest compared entry with this formula, charge and spin = 46.7 kJ/mol
SMILES = CS.S
HOMO level = -9.16 eV
E = -22804.14616 eV

Geometry as ORCA input:
```
! RIJCOSX wB97M-V def2-TZVPD def2/J DEFGRID3
* xyz 0 1
C 0.758 -1.295 -0.982
S 0.645 0.466 -1.210
H 0.435 -1.957 -1.787
H 0.025 -1.637 -0.224
H 1.677 -1.700 -0.571
H 1.831 0.680 -0.709
S -2.328 2.041 1.783
H -1.842 1.116 2.615
H -1.200 2.286 1.086
*
```

Record 4
Entry from OMol25: 2 unconnected molecules or ions with the total composition CH6S2 (ωB97M-V with the def2-TZVPD basis set).

Properties
ΔE to the lowest compared entry with this formula, charge and spin = 17.8 kJ/mol
SMILES = CS.S
HOMO level = -9.29 eV
E = -22804.44559 eV

Geometry as ORCA input:
```
! RIJCOSX wB97M-V def2-TZVPD def2/J DEFGRID3
* xyz 0 1
C -0.918 -0.843 1.055
S 0.813 -0.453 0.610
H -0.944 -1.727 1.682
H -1.420 -1.048 0.110
H -1.390 0.024 1.506
H 1.212 -0.167 1.857
S 0.657 1.322 -2.835
H 0.209 1.018 -1.620
H 1.780 1.875 -2.365
*
```

Record 5
Entry from OMol25: 2 unconnected molecules or ions with the total composition CH6S2 in a non-equilibrium geometry (ωB97M-V with the def2-TZVPD basis set).

Properties
ΔE to the lowest compared entry with this formula, charge and spin = 23.2 kJ/mol
SMILES = CS.S
HOMO level = -9.03 eV
E = -22804.38965 eV

Geometry as ORCA input:
```
! RIJCOSX wB97M-V def2-TZVPD def2/J DEFGRID3
* xyz 0 1
C 1.403 -0.965 0.074
S 1.297 0.831 -0.408
H 2.225 -1.019 0.773
H 1.582 -1.467 -0.870
H 0.439 -1.258 0.472
H 0.515 1.256 0.599
S -2.730 0.415 0.170
H -2.071 0.435 -1.018
H -2.660 1.772 0.207
*
```

Record 6
Entry from OMol25: 2 unconnected molecules or ions with the total composition CH6S4Si in a non-equilibrium geometry (ωB97M-V with the def2-TZVPD basis set).

Properties
ΔE to the lowest compared entry with this formula, charge and spin = 80.2 kJ/mol
HOMO level (alpha / beta) = -5.70 / -9.37 eV
E = -52350.48386 eV

Geometry as ORCA input:
```
! RIJCOSX wB97M-V def2-TZVPD def2/J DEFGRID3
* xyz 0 3
C 0.470 -2.269 0.384
Si -1.285 0.109 0.341
S 1.739 2.001 -0.741
S -1.085 0.299 2.360
S -2.006 1.642 -0.843
S -0.350 -1.259 -0.933
H 0.389 -1.747 1.387
H 1.523 -2.291 -0.015
H 0.016 -3.305 0.379
H 2.599 2.630 -0.003
H 1.330 2.807 -1.438
H -3.340 1.383 -0.880
*
```

Record 7
Entry from OMol25: a gas-phase ion, CH7IN3 (charge +1) in a non-equilibrium geometry (ωB97M-V with the def2-TZVPD basis set).

Properties
ΔE to the lowest compared entry with this formula, charge and spin = 279.8 kJ/mol
SMILES = NN[C@@H]([NH3+])I
HOMO level = -13.64 eV
E = -13713.16176 eV

Geometry as ORCA input:
```
! RIJCOSX wB97M-V def2-TZVPD def2/J DEFGRID3
* xyz 1 1
N -0.964 -0.982 -0.011
N -0.576 0.010 0.852
C 0.078 0.999 0.178
N 1.160 0.254 -0.578
I -1.146 2.303 -1.370
H -1.893 -0.890 -0.390
H -0.928 -1.865 0.533
H -1.131 0.383 1.560
H 0.439 1.877 0.918
H 1.610 -0.276 0.111
H 0.543 -0.435 -1.122
H 1.894 0.783 -1.042
*
```

Record 8
Entry from OMol25: a molecular structure, CH7INP2 in a non-equilibrium geometry (ωB97M-V with the def2-TZVPD basis set).

Properties
ΔE to the lowest compared entry with this formula, charge and spin = 76.1 kJ/mol
HOMO level = -13.61 eV
E = -29308.99839 eV

Geometry as ORCA input:
```
! RIJCOSX wB97M-V def2-TZVPD def2/J DEFGRID3
* xyz 1 1
C -1.258 0.756 0.289
N 1.807 -1.736 0.013
P -1.582 2.555 -0.110
P 0.237 -0.149 0.311
I -3.050 -0.169 0.535
H 2.420 -2.509 0.231
H 1.026 -2.194 -0.458
H 2.182 -1.360 -0.857
H -2.545 2.404 -1.107
H -0.444 2.623 -0.890
H 1.242 0.799 0.643
H -0.037 -1.021 1.400
*
```